ORCA calculation (the ωB97M-V functional and the def2-TZVPD basis) on C45H64IrN8O4P as an isolated structure in a non-equilibrium geometry.

The expectation value of S² is 0.757. The calculation puts the total energy at -79937.9749 eV. The value obtained for the molar mass is 1004.3 g/mol. Its LUMO energy (alpha / beta) is -5.455 / -5.443 eV. The gap between HOMO and LUMO (alpha / beta) comes out at 4.348 / 4.355 eV. Its total charge is +1. As for the spin multiplicity: 2.

Each line ends with the Mulliken charge.
Element x y z (Å)
Ir 0.73 -0.39 -0.16  0.97
N -2.13 -2.24 -1.40  -0.47
C -1.46 -2.68 -2.60  -0.77
C 0.13 -2.48 -2.62  0.62
O 0.64 -2.60 -3.71  -0.65
O 0.65 -2.23 -1.46  -0.52
H -1.89 -2.78 -0.58  0.26
H -2.06 -1.26 -1.22  0.39
H -1.81 -2.12 -3.47  0.28
H -1.59 -3.75 -2.76  0.46
C 4.26 -5.95 2.53  -2.07
C 2.90 -5.42 2.98  1.81
C 1.88 -6.57 2.91  -1.64
C 3.02 -4.92 4.43  -1.57
C 2.42 -4.23 2.16  0.36
C 3.24 -3.56 1.26  -0.86
C 2.79 -2.41 0.65  -0.86
N 1.60 -1.89 0.91  0.44
C 0.76 -2.54 1.74  0.13
C 1.15 -3.71 2.37  -0.18
C -0.52 -1.83 1.96  -0.42
C -1.41 -2.15 2.96  -0.80
C -2.66 -1.47 3.03  0.65
C -2.75 -0.31 2.34  -1.22
C -1.50 0.25 1.72  0.07
N -0.73 -0.78 1.14  0.05
C -3.84 -2.02 3.84  1.71
C -4.99 -2.37 2.89  -1.61
C -4.30 -0.94 4.83  -1.62
C -3.46 -3.27 4.62  -2.10
H 4.53 -6.80 3.15  0.43
H 5.04 -5.20 2.63  0.40
H 4.22 -6.30 1.49  0.43
H 2.25 -7.42 3.47  0.47
H 1.72 -6.88 1.88  0.38
H 0.91 -6.29 3.33  0.35
H 3.40 -5.71 5.07  0.44
H 2.05 -4.59 4.82  0.36
H 3.71 -4.07 4.48  0.36
H 4.23 -3.93 1.01  0.51
H 3.40 -1.87 -0.06  0.71
H 0.45 -4.21 3.02  0.51
H -1.19 -2.97 3.63  0.76
H -3.66 0.26 2.26  0.88
H -1.73 1.00 0.96  -0.19
H -5.28 -1.51 2.28  0.32
H -5.86 -2.68 3.46  0.45
H -4.71 -3.18 2.22  0.39
H -4.73 -0.08 4.31  0.31
H -3.48 -0.60 5.46  0.34
H -5.08 -1.35 5.49  0.46
H -3.15 -4.08 3.96  0.44
H -4.33 -3.62 5.18  0.43
H -2.66 -3.07 5.34  0.42
O 4.44 1.40 -0.21  -0.74
C 3.32 0.99 0.01  0.19
O 2.60 0.32 -0.80  -0.61
C 2.67 1.34 1.33  0.58
C 3.36 2.13 2.25  -1.20
C 2.66 2.66 3.30  -1.13
C 1.28 2.41 3.43  1.63
C 0.48 3.11 4.35  -0.70
C -0.89 2.91 4.37  -1.16
C -1.46 1.88 3.66  -0.60
C -0.66 0.92 2.90  0.96
C 0.70 1.44 2.57  -0.71
N 1.41 0.97 1.53  0.41
H 4.41 2.33 2.09  0.62
H 3.15 3.30 4.03  0.48
H 0.93 3.86 4.99  0.47
H -1.51 3.56 4.97  0.50
H -2.52 1.71 3.71  0.50
H -0.48 0.05 3.58  0.09
N -0.23 0.81 -1.36  0.05
P 0.12 1.85 -2.53  -0.55
N 0.28 3.42 -2.00  0.39
C 1.56 3.86 -1.43  -1.18
C 1.41 4.18 0.06  0.12
C 0.47 5.38 0.26  -0.98
C -0.60 5.40 -0.84  -1.30
C -0.90 3.98 -1.31  0.29
N -1.24 1.94 -3.48  1.24
C -2.03 0.73 -3.71  0.39
C -3.51 1.08 -3.74  -0.99
C -3.77 2.12 -4.83  -0.81
C -2.89 3.35 -4.61  -0.69
C -1.42 2.94 -4.53  -0.70
N 1.48 1.62 -3.43  0.70
C 2.09 2.63 -4.30  -0.84
C 1.95 2.25 -5.77  -0.39
C 2.51 0.85 -6.02  -1.13
C 1.85 -0.16 -5.09  -0.37
C 2.03 0.28 -3.64  0.16
H 1.90 4.76 -1.95  0.35
H 2.31 3.09 -1.59  0.67
H 2.39 4.37 0.50  0.82
H 0.99 3.29 0.55  -0.55
H 1.04 6.30 0.23  0.36
H 0.00 5.31 1.24  0.32
H -0.26 5.98 -1.69  0.34
H -1.52 5.86 -0.47  0.46
H -1.74 3.97 -2.01  0.22
H -1.18 3.36 -0.45  -0.35
H -1.80 0.04 -2.90  -1.25
H -1.74 0.26 -4.66  0.38
H -3.81 1.48 -2.77  0.35
H -4.09 0.17 -3.94  0.36
H -4.82 2.41 -4.83  0.44
H -3.54 1.68 -5.81  0.29
H -3.18 3.84 -3.68  0.27
H -3.01 4.06 -5.43  0.41
H -0.78 3.80 -4.31  0.43
H -1.13 2.52 -5.50  0.21
H 3.15 2.70 -4.05  0.47
H 1.61 3.59 -4.11  0.42
H 2.49 2.99 -6.37  0.41
H 0.90 2.28 -6.07  0.05
H 3.59 0.85 -5.85  0.34
H 2.34 0.56 -7.06  0.46
H 2.28 -1.15 -5.22  0.45
H 0.78 -0.23 -5.31  0.09
H 3.09 0.29 -3.39  0.40
H 1.53 -0.42 -2.97  -0.81